Record 1
Density functional theory data (the ωB97M-V functional and the def2-TZVPD basis) for C17H35N4S3Tb as an isolated structure.

The value obtained for the HOMO energy (alpha / beta) is -14.30 / -14.31 eV. For the electronic energy, the calculation gives -79083.7794 eV. The value obtained for the frontier orbital gap (alpha / beta) is 7.7 / 9.3 eV. The net charge is +2. As for the expectation value of S²: 12.05. The calculation puts the largest force on an atom at 0.0498 Eh/bohr. As for the spin multiplicity: 7.

Atoms and positions in Å:
Tb: -14.590 -1.218 -0.533
N: -14.465 -1.812 -2.948
C: -13.024 -1.869 -3.209
C: -12.336 -2.889 -2.321
N: -12.490 -2.683 -0.847
C: -12.719 -3.957 -0.132
C: -14.095 -4.523 -0.428
N: -15.186 -3.554 -0.176
C: -11.314 -2.008 -0.235
C: -11.203 -0.586 -0.762
N: -12.409 0.226 -0.579
H: -15.050 -2.610 -3.119
H: -14.882 -1.017 -3.509
H: -12.735 -0.873 -2.905
H: -12.850 -2.054 -4.263
H: -11.226 -2.945 -2.513
H: -12.678 -3.877 -2.552
H: -12.585 -3.763 0.948
H: -11.953 -4.630 -0.500
H: -14.204 -5.459 0.120
H: -14.142 -4.847 -1.433
H: -15.570 -3.736 0.753
H: -15.966 -3.675 -0.842
H: -10.396 -2.597 -0.492
H: -11.584 -2.023 0.854
H: -10.938 -0.693 -1.848
H: -10.282 -0.145 -0.375
H: -12.433 1.075 -1.170
H: -12.426 0.653 0.338
C: -17.747 -0.608 -3.824
C: -17.134 0.413 -4.786
S: -15.315 0.458 -4.935
C: -14.890 2.208 -4.679
C: -15.613 2.976 -3.613
S: -15.337 2.202 -1.971
C: -16.943 2.180 -1.157
C: -17.903 1.136 -1.652
S: -17.378 -0.580 -2.039
H: -18.849 -0.576 -3.832
H: -17.457 -1.601 -4.170
H: -17.565 0.145 -5.770
H: -17.351 1.411 -4.431
H: -13.810 2.163 -4.429
H: -15.054 2.667 -5.635
H: -15.223 3.987 -3.572
H: -16.650 3.048 -3.757
H: -16.666 2.204 -0.064
H: -17.361 3.125 -1.428
H: -18.817 1.028 -1.032
H: -18.433 1.439 -2.556
C: -16.142 -0.099 1.276
C: -14.880 0.524 1.353
C: -13.931 -0.383 1.902
C: -14.645 -1.582 2.247
C: -15.974 -1.383 1.842
H: -17.090 0.345 0.977
H: -14.703 1.529 0.946
H: -12.875 -0.170 1.999
H: -14.112 -2.317 2.825
H: -16.772 -2.023 2.202

Here are the Löwdin charges for atoms 1 to 4, given in e: atom 1 (Tb): 1.555, atom 2 (N): -0.139, atom 3 (C): -0.223, atom 4 (C): -0.148

Record 2
Density functional theory data (the ωB97M-V functional and the def2-TZVPD basis) for a 2-piece molecular cluster, C19H22N5O2S overall.

The value obtained for the HOMO energy is -3.65 eV. For the energy above the lowest of the compared OMol25 structures with the same formula, charge and spin, the calculation gives 0.0 kcal/mol. For the electronic energy, the calculation gives -42441.7370 eV. The value obtained for the frontier orbital gap is 6.0 eV. The net charge is -1. The calculation puts the largest force on an atom at 0.0618 Eh/bohr.

Atoms and positions in Å:
C: 3.164 -2.188 -4.363
N: 2.334 -2.862 -3.380
C: 1.471 -3.887 -3.943
C: 1.950 -2.200 -2.201
C: 1.189 -1.012 -2.265
C: 0.652 -0.481 -1.105
C: 1.026 -0.958 0.164
C: 0.593 -0.252 1.370
C: -0.679 -0.292 1.861
C: -0.968 0.406 3.118
O: -0.118 1.007 3.769
N: -2.312 0.320 3.577
C: -2.532 0.895 4.891
C: -3.405 0.102 2.741
S: -4.989 0.516 3.108
N: -3.094 -0.483 1.522
C: -4.231 -0.804 0.649
C: -1.798 -0.845 1.087
O: -1.665 -1.530 0.069
C: 1.850 -2.105 0.226
C: 2.248 -2.754 -0.931
H: 3.837 -1.491 -3.849
H: 3.755 -2.944 -4.895
H: 2.562 -1.648 -5.109
H: 0.871 -4.339 -3.145
H: 0.806 -3.469 -4.717
H: 2.097 -4.650 -4.424
H: 0.956 -0.560 -3.230
H: -0.060 0.341 -1.151
H: 1.353 0.206 1.997
H: -3.607 0.876 5.045
H: -2.023 0.292 5.653
H: -2.156 1.923 4.924
H: -3.849 -1.214 -0.287
H: -4.889 -1.516 1.156
H: -4.798 0.117 0.486
H: 2.108 -2.480 1.217
H: 2.811 -3.689 -0.897
C: 1.657 5.432 -0.205
C: 0.919 4.176 0.043
C: 1.434 2.905 0.524
N: 0.391 2.056 0.602
C: -0.723 2.747 0.235
N: -0.424 4.039 -0.135
H: 2.703 5.301 0.105
H: 1.635 5.707 -1.273
H: 1.211 6.261 0.370
H: 2.461 2.685 0.775
H: -1.723 2.341 0.222

Here are the natural (NBO) charges for atoms 1 to 4, given in e: atom 1 (C): -0.396, atom 2 (N): -0.485, atom 3 (C): -0.392, atom 4 (C): 0.158

Record 3
Density functional theory data (the ωB97M-V functional and the def2-TZVPD basis) for one molecule with the formula CH3Br3Si.

The structure (SMILES) is BrC[SiH](Br)Br. The value obtained for the HOMO energy is -10.20 eV. For the energy above the lowest of the compared OMol25 structures with the same formula, charge and spin, the calculation gives 19.2 kcal/mol. For the electronic energy, the calculation gives -219092.6122 eV. The value obtained for the frontier orbital gap is 10.6 eV. The calculation puts the largest force on an atom at 0.0885 Eh/bohr.

Atoms and positions in Å:
Br: -1.909 -0.577 -1.392
C: -0.070 -0.459 -0.758
Si: 0.104 0.492 0.816
Br: 2.338 0.680 1.069
Br: -0.569 -0.669 2.510
H: 0.337 0.331 -1.693
H: 0.394 -1.441 -0.988
H: -0.624 1.643 0.436

Here are the natural (NBO) charges for atoms 1 to 4, given in e: atom 1 (Br): 0.008, atom 2 (C): -0.988, atom 3 (Si): 1.149, atom 4 (Br): -0.292

Record 4
Density functional theory data (the ωB97M-V functional and the def2-TZVPD basis) for a 3-piece molecular cluster, C29H54N2O8S2 overall.

The value obtained for the HOMO energy (alpha / beta) is -8.32 / -8.63 eV. For the electronic energy, the calculation gives -71976.0624 eV. The value obtained for the frontier orbital gap (alpha / beta) is 8.8 / 8.9 eV. As for the expectation value of S²: 2.01. The calculation puts the largest force on an atom at 0.0421 Eh/bohr. As for the spin multiplicity: 3.

Atoms and positions in Å:
C: -1.001 -5.565 -0.745
C: -1.015 -5.772 -2.256
S: -2.174 -4.714 -3.177
C: -1.902 -3.037 -2.562
C: -3.215 -2.268 -2.344
C: -2.953 -0.925 -1.708
O: -2.598 -0.995 -0.310
S: -3.743 -1.678 0.563
O: -4.974 -0.957 0.426
O: -3.336 -1.820 1.925
C: -3.892 -3.283 -0.182
C: -4.806 -4.161 0.660
C: -5.310 -5.343 -0.123
O: -4.578 -6.176 -0.609
O: -6.701 -5.409 -0.207
C: -7.204 -4.954 -1.427
C: -8.201 -3.841 -1.317
O: -6.859 -5.438 -2.482
C: -4.308 -3.055 -1.633
H: -1.037 -4.520 -0.470
H: -1.827 -6.095 -0.289
H: -0.081 -5.974 -0.340
H: -1.327 -6.784 -2.457
H: -0.022 -5.583 -2.641
H: -1.261 -3.014 -1.687
H: -1.366 -2.501 -3.337
H: -3.593 -2.061 -3.343
H: -2.090 -0.497 -2.205
H: -3.770 -0.235 -1.877
H: -2.885 -3.685 -0.185
H: -5.595 -3.574 1.114
H: -4.219 -4.560 1.478
H: -7.759 -3.004 -0.789
H: -8.421 -3.525 -2.323
H: -9.086 -4.195 -0.806
H: -5.189 -2.414 -1.623
H: -4.579 -3.965 -2.146
C: 0.365 0.287 2.885
C: 0.920 -0.943 2.129
C: 1.322 -2.027 3.127
C: 2.611 -1.709 3.886
C: 3.743 -1.368 2.917
C: 3.372 -0.262 1.928
N: 2.071 -0.551 1.262
O: 2.247 -1.444 0.343
C: 3.326 1.096 2.653
C: 4.474 -0.116 0.885
C: -0.236 -1.440 1.273
H: 0.480 1.197 2.295
H: -0.699 0.163 3.079
H: 0.834 0.444 3.855
H: 1.457 -2.975 2.596
H: 0.503 -2.182 3.832
H: 2.451 -0.889 4.592
H: 2.898 -2.572 4.490
H: 4.632 -1.065 3.474
H: 4.017 -2.272 2.364
H: 2.956 1.880 1.989
H: 4.330 1.378 2.970
H: 2.715 1.096 3.551
H: 4.676 -1.050 0.363
H: 5.397 0.192 1.374
H: 4.212 0.641 0.144
H: -0.522 -0.700 0.537
H: -1.098 -1.659 1.892
H: 0.025 -2.364 0.752
C: 2.394 7.387 -1.373
C: 2.628 6.433 -0.179
C: 4.119 6.122 -0.045
C: 4.642 5.169 -1.120
C: 3.792 3.901 -1.182
C: 2.300 4.187 -1.345
N: 1.828 5.182 -0.339
O: 1.683 4.606 0.808
C: 2.016 4.676 -2.777
C: 1.516 2.890 -1.202
C: 2.161 7.196 1.055
H: 1.381 7.286 -1.763
H: 2.514 8.423 -1.061
H: 3.096 7.234 -2.190
H: 4.308 5.675 0.936
H: 4.682 7.057 -0.072
H: 4.666 5.662 -2.096
H: 5.676 4.902 -0.895
H: 4.127 3.267 -2.005
H: 3.952 3.325 -0.264
H: 0.976 4.988 -2.881
H: 2.191 3.864 -3.483
H: 2.653 5.496 -3.098
H: 1.718 2.389 -0.257
H: 1.796 2.199 -1.996
H: 0.441 3.066 -1.274
H: 1.094 7.416 0.999
H: 2.701 8.140 1.120
H: 2.351 6.649 1.976

Here are the Löwdin charges for atoms 1 to 4, given in e: atom 1 (C): -0.143, atom 2 (C): -0.505, atom 3 (S): 0.907, atom 4 (C): -0.436

Q: Number 3 is which compound?
A: CH3Br3Si

Q: The highest largest force on an atom belongs to which entry?
A: CH3Br3Si

Q: Which value of electronic energy does entry 1 give?
A: -79083.7794 eV

Q: Which value of largest force on an atom does entry 2 give?
A: 0.0618 Eh/bohr